1.
Molecular formula: C56H144F6N12O16Sr2
Method: DFT, ωB97M-V/def2-TZVPD

For the HOMO energy (spin up / spin down), the calculation gives -13.05 / -13.05 eV. The value obtained for the energy is -128996.211 eV. As for the gap between HOMO and LUMO (spin up / spin down): 4.704 / 2.494 eV. The multiplicity is 2. As for the total charge: +3.

Last column: Löwdin charge in e.
Cartesian coordinates (Å):
1 H -2.3043 1.5764 -3.8288  0.087
2 H 7.4325 1.1032 1.6820  0.136
3 C 0.5291 -2.1051 6.0456  -0.275
4 C 1.4158 -0.3158 4.6794  -0.202
5 C 1.5676 1.6940 -7.6653  -0.096
6 O -0.6068 -5.4682 4.1417  -0.209
7 H 3.3673 5.5243 -1.5917  0.106
8 C -4.3302 -2.6275 -4.9902  -0.101
9 C -0.2857 1.1947 -1.3014  -0.586
10 H 1.4816 1.5282 -4.7489  0.047
11 H -1.3695 8.2285 -1.8574  0.077
12 O -7.0559 2.7087 2.8907  -0.171
13 C 4.4423 1.9538 -3.4047  -0.168
14 O 1.9510 -0.1251 -0.8453  -0.402
15 H -2.6517 4.0010 -6.4533  0.073
16 H -0.8187 4.4512 1.9285  0.080
17 H -8.1508 -5.5871 0.5448  0.074
18 H 2.3200 3.3866 -5.6659  0.080
19 H -4.6483 5.9720 5.2776  0.080
20 H 1.2474 10.5581 -2.3274  0.087
21 H -2.4174 2.4358 3.9404  0.106
22 O 4.8996 4.2506 -0.9516  -0.228
23 C 0.7112 8.6281 -2.1862  -0.486
24 H 0.1519 -6.5724 1.4676  0.088
25 H 2.2208 7.1957 -2.5633  0.110
26 H 0.1442 -3.7695 7.2945  0.088
27 H 0.7001 -6.2341 -0.1231  0.089
28 H 3.7523 4.8954 1.4125  0.141
29 C -1.6627 1.3154 -4.6704  -0.063
30 C 7.0473 0.2592 2.2541  -0.181
31 O 1.0852 -1.3219 -5.0058  -0.296
32 H 2.2049 -5.8202 2.6368  0.121
33 C -5.3976 -5.2854 1.5388  -0.175
34 H 4.0876 -3.3172 4.0511  0.093
35 H -0.3971 -1.6084 6.3345  0.131
36 C -0.7414 8.9219 -2.4167  -0.056
37 H 1.3738 -8.2621 4.5095  0.086
38 Sr 2.8689 -1.2388 -3.0251  1.562
39 H 1.1877 0.8596 -8.2549  0.094
40 H -5.1494 2.0440 3.3008  0.116
41 O 0.1216 -0.7313 0.3729  -0.138
42 O 0.5724 6.3092 -1.6524  -0.234
43 H -6.4796 -8.3771 1.3214  0.077
44 C 3.1733 -1.6277 -6.2022  -0.420
45 F 0.1905 1.6137 3.8098  0.115
46 H 4.5450 6.2070 -0.6057  0.123
47 C -1.4113 2.4985 -5.5938  -0.391
48 H -4.4313 0.1689 0.1823  0.056
49 H 4.9369 -1.5329 -5.3706  0.103
50 C 1.5712 -7.4518 5.2113  -0.049
51 H -1.2444 2.7115 1.8450  0.058
52 H 1.5734 2.5447 -8.3467  0.102
53 H -6.2029 -7.4984 2.7428  0.075
54 C 3.7185 -2.2514 -7.4825  -0.036
55 H -4.3050 3.5292 4.8659  0.096
56 C 0.7550 0.3844 -0.3049  -0.340
57 H 9.8222 -1.5001 2.5307  0.099
58 C -3.8216 5.6934 4.6241  -0.045
59 H -2.1501 -3.7860 -3.5326  0.113
60 C 5.6046 0.0617 1.7082  -0.394
61 F 0.0006 1.1283 6.0034  0.159
62 H -4.3672 -5.6279 1.6345  0.110
63 H 0.5121 -4.2230 2.0959  0.118
64 N -0.0688 -7.8749 6.8407  0.050
65 C 5.5892 0.5286 -1.9048  -0.085
66 H -3.2493 3.2858 -5.2238  0.066
67 C -2.4325 3.5256 3.9558  -0.174
68 C -0.2166 5.3005 -2.2408  -0.096
69 C -5.0240 -2.9687 1.0855  -0.136
70 H -1.0853 -2.0647 -1.8591  0.040
71 C -3.3292 -4.5202 -1.8600  -0.021
72 H -1.8801 -0.2586 0.4522  0.106
73 H 6.0449 -0.4546 -1.7883  0.099
74 Sr 2.7931 -1.9072 1.2935  1.560
75 H -1.0880 9.9050 -2.0982  0.085
76 O 1.5823 -1.2015 5.8191  -0.052
77 N -1.3694 -3.0247 -1.7260  0.063
78 H -3.0404 6.3733 4.9641  0.077
79 C -1.6099 3.7309 1.7208  -0.107
80 N 2.3460 6.3103 0.7843  0.057
81 C -2.5080 -3.3960 -2.5797  -0.389
82 C -0.3306 -1.7440 -4.8922  -0.019
83 H -4.1727 -4.9251 -2.4192  0.093
84 C -5.7774 2.4168 2.4917  -0.276
85 H -3.8111 -4.1852 -0.9415  0.055
86 C 4.5079 1.1365 1.9077  -0.031
87 H 5.7975 -1.8249 1.9998  0.088
88 H -0.8564 -1.4098 -5.7867  0.106
89 H 6.4747 5.5157 -1.5659  0.095
90 H 3.1317 -2.0168 -8.3706  0.093
91 C 3.0797 5.0654 0.5718  -0.401
92 H 4.2534 -2.9444 -5.0520  0.098
93 H -1.4233 3.8091 4.2544  0.108
94 H -2.9327 5.1408 6.6735  0.066
95 F -1.1378 1.9657 -0.6834  0.176
96 H 0.8846 7.1086 -3.6529  0.135
97 H 3.1980 -0.5470 -6.3414  0.128
98 C -7.7705 -6.3831 1.1850  -0.063
99 H -4.1390 5.9405 3.6111  0.070
100 H -2.2883 -5.8157 3.1072  0.089
101 H 3.5338 -4.9604 4.2518  0.101
102 C -3.4850 -2.2499 -2.8331  -0.199
103 C 0.9719 -3.0938 7.0789  -0.054
104 H -0.8492 3.2705 -5.0684  0.125
105 O 7.8852 -0.8756 2.1351  -0.189
106 H 0.4539 4.8372 -2.9646  0.067
107 H 0.2411 -2.7254 5.1968  0.111
108 H 2.6242 1.5365 -7.4489  0.079
109 H -3.7606 -1.8263 -1.8673  0.120
110 C 0.3264 -6.8524 5.9172  -0.430
111 H 2.1807 0.4214 4.9235  0.188
112 H -5.2429 -2.7874 -5.5642  0.100
113 H 1.5505 4.1601 -0.5630  0.065
114 H 1.8502 -3.6810 6.8108  0.077
115 H -5.7930 -5.0059 2.5153  0.127
116 H -0.7559 -1.3737 -3.9594  0.063
117 H -1.0386 -7.6394 6.9960  0.068
118 H 5.1649 -1.1748 3.2350  0.099
119 C 1.0631 -4.6296 1.2479  -0.413
120 N 2.2387 1.3206 -4.1134  0.045
121 H -5.5036 -2.4966 1.9430  0.094
122 N 1.1353 -3.5744 0.2253  -0.046
123 C -5.7448 1.4398 1.3071  -0.401
124 H -8.2519 -7.2617 0.7555  0.084
125 H 6.3589 1.2995 -1.9414  0.107
126 H -5.1599 -2.3105 0.2273  0.083
127 N -5.9375 -7.6600 1.7818  0.020
128 O 3.2323 -4.0699 2.3158  -0.362
129 C 9.1646 -0.6569 2.7421  -0.065
130 C 1.1329 7.2511 -2.6012  -0.168
131 N 5.0608 -1.1736 2.2303  -0.073
132 H -6.5993 3.2328 4.8408  0.083
133 O -5.6871 -4.1383 0.7178  -0.179
134 F -1.0484 0.0555 4.5199  0.178
135 N -6.4158 2.0879 0.2016  0.055
136 H -1.7090 -4.1754 3.0035  0.060
137 C -7.1311 3.6469 3.9842  -0.048
138 H 1.7843 6.3282 1.6234  0.080
139 H -1.0831 -7.4976 4.2820  0.143
140 H 1.1973 -1.8714 -6.8986  0.145
141 C 0.1265 0.5973 4.7384  -0.496
142 H -2.1276 0.5373 -5.2757  0.077
143 H 5.6654 -0.0702 0.6279  0.099
144 H -1.6738 -6.5426 5.5642  0.115
145 C -1.5228 -1.7313 1.7816  -0.072
146 H -3.6674 0.5530 1.6981  0.055
147 H -5.9794 -6.6626 0.0474  0.138
148 H 2.4085 9.4627 -2.7244  0.070
149 H -3.9155 -1.6977 -5.3793  0.083
150 H 6.9375 0.5372 3.3024  0.137
151 H 1.6578 6.3634 0.0470  0.038
152 C 3.4422 2.0325 -4.4951  -0.436
153 O -4.6506 -2.5041 -3.6287  -0.146
154 H -0.8607 -5.5430 0.5007  0.083
155 H -0.7191 0.9195 -4.2949  0.040
156 H 3.7930 4.1215 -4.9494  0.096
157 H -3.7490 -3.5311 -5.1739  0.087
158 H -1.8857 4.0463 6.2652  0.056
159 C -1.8568 -5.0052 3.6946  -0.103
160 H -0.5722 3.0310 -7.4687  0.126
161 H 5.3074 2.5627 -3.6673  0.137
162 H 4.6697 2.0695 1.3679  0.084
163 H 1.8808 -6.6400 4.5530  0.025
164 H 6.6547 3.8415 -1.9260  0.075
165 H 0.6541 -5.9238 6.3846  0.115
166 H 9.1632 -0.4936 3.8198  0.096
167 H 3.9152 2.3559 -2.5395  0.132
168 C 2.9746 3.4183 -4.7950  -0.027
169 H 3.6756 -3.3404 -7.5031  0.094
170 H -1.9250 3.9584 0.7024  0.081
171 H -1.5650 -2.5128 1.0230  0.073
172 H 2.9173 -5.6251 1.0188  0.143
173 H -3.0253 -1.3490 -3.2396  0.099
174 H -0.5889 4.5622 -1.5306  0.070
175 H 4.0617 1.7196 -5.3356  0.147
176 N -2.7302 3.0725 -6.0636  0.055
177 C 2.3738 -5.1210 1.8178  -0.148
178 H 2.3213 -7.7482 5.9445  0.086
179 N 1.4312 9.6975 -2.8231  0.033
180 H -3.7259 1.7361 0.3365  0.062
181 H 1.3570 3.7906 1.2026  0.071
182 H -2.4988 -4.7270 4.5304  0.104
183 H -0.5384 -3.5164 -2.0224  0.059
184 H -5.7043 2.7432 -0.0891  0.064
185 O 0.8117 1.8628 -6.4719  -0.244
186 H -0.3548 -2.8330 -4.9296  0.094
187 C 3.9234 5.3145 -0.6779  -0.157
188 H -7.0581 2.5785 0.8073  0.065
189 C -0.8133 -6.6432 4.9027  -0.192
190 H -0.9123 8.8920 -3.4928  0.089
191 H 0.9735 1.0919 0.4950  0.131
192 H -2.4309 -1.5026 2.3394  0.098
193 H 1.2483 -2.6004 8.0106  0.095
194 F 0.2989 1.9743 -2.2014  0.138
195 H 0.3703 -7.7062 7.7345  0.090
196 H 0.2647 -3.3246 -0.2216  0.035
197 N -2.8772 4.2355 6.2291  0.022
198 H 2.5075 2.9958 0.2386  0.050
199 H -8.1526 -6.1216 2.1717  0.088
200 H 1.8566 1.7358 -3.2757  0.058
201 H -6.6080 4.5422 3.6483  0.083
202 F -1.0321 0.3427 -1.9586  0.151
203 H -8.1373 3.9366 4.2873  0.097
204 O 4.7794 0.5744 -3.0692  -0.302
205 C -1.0376 -0.5437 1.0823  -0.336
206 H 2.4047 3.8770 -3.9870  0.081
207 O 1.8619 -0.9929 3.4711  -0.024
208 C 2.0545 3.9762 0.3858  -0.056
209 H -1.0308 5.8058 -2.7603  0.096
210 C -0.5645 2.1415 -6.8388  -0.160
211 O -2.6901 4.0234 2.6109  -0.200
212 H 2.3147 -3.7516 4.1802  0.084
213 H -6.3768 0.6191 1.6465  0.135
214 H 5.5291 4.7749 -2.9199  0.077
215 H 9.5653 0.2328 2.2564  0.093
216 C 3.2929 -4.0103 3.7750  -0.042
217 H 1.7253 -3.1443 -5.7761  0.140
218 H -5.2437 3.2989 2.1379  0.121
219 C 5.9176 4.6443 -1.9099  -0.093
220 C -3.4428 4.1958 4.8877  -0.389
221 H 4.7385 -1.9621 -7.7357  0.095
222 H 0.9890 8.8192 -1.1497  0.139
223 H 3.4982 0.8898 1.5793  0.040
224 C 0.1804 -5.7794 0.7203  -0.017
225 H 1.6679 -3.8730 -0.5793  0.075
226 C -6.2557 -6.4491 1.0800  -0.464
227 N 4.0593 -1.9545 -5.1021  -0.083
228 C -4.2720 0.9769 0.8964  -0.030
229 H -0.7735 -1.9721 2.5357  0.063
230 H -1.0766 1.4267 -7.4830  0.133
231 H 4.9496 0.7245 -1.0442  0.071
232 H -2.6464 -5.3088 -1.5437  0.067
233 C 1.7129 -2.0698 -5.9589  -0.249
234 H -0.9748 0.2532 1.8234  0.112
235 H 4.3388 1.3638 2.9602  0.090
236 H -3.9607 -3.0114 1.3214  0.056

Atoms 1-2, force components in eV/Å:
-0.0024 -0.0189 -0.0716
0.4640 0.2373 0.1993

2.
Molecular formula: C4H8O2
Method: DFT, ωB97M-V/def2-TZVPD

For the HOMO energy, the calculation gives -8.87 eV. The value obtained for the energy is -8368.710 eV. As for the gap between HOMO and LUMO: 9.616 eV. The calculation puts the relative energy (zero: lowest compared OMol25 entry of this formula, charge and spin) at 105.4 kcal/mol.

Last column: natural (NBO) charge in e.
Cartesian coordinates (Å):
1 C 0.4370 0.4414 0.4166  -0.366
2 H -1.0015 1.6729 -0.7035  0.230
3 H -1.4110 -0.3134 1.6569  0.154
4 C -0.7762 1.3131 0.3005  -0.467
5 O -1.8256 -0.7928 -0.2944  -0.644
6 C -1.3468 -0.0197 0.6010  0.276
7 H 2.3094 -1.1583 0.4110  0.476
8 H 0.9033 0.3425 1.3939  0.221
9 H 0.9833 0.2135 -1.6668  0.206
10 C 1.0607 -0.1958 -0.6627  0.175
11 H -0.7849 -1.3696 -0.9100  0.248
12 H -0.8639 2.0837 1.0650  0.227
13 O 2.2346 -0.8666 -0.5078  -0.667
14 H 0.0817 -1.3509 -1.0996  -0.068

Atoms 1-2, force components in eV/Å:
0.3401 -0.0487 -0.0755
0.0484 -0.0587 0.1410